No. 1
{"formula": "C9H6BF7NO2PtS", "method": "wB97M-V/def2-TZVPD", "symbols": ["Pt", "N", "C", "C", "C", "O", "O", "H", "H", "H", "H", "H", "H", "F", "B", "F", "F", "C", "C", "F", "C", "F", "C", "S", "C", "F", "C", "F"], "positions_angstrom": [[0.5359, -0.0407, 0.4136], [-0.5122, 1.3773, -1.2533], [-0.2551, 0.8703, -2.5960], [-0.8873, -0.4981, -2.8114], [-0.0962, -1.7017, -2.1802], [-0.3164, -2.8024, -2.6629], [0.7158, -1.4499, -1.2476], [-1.5069, 1.5192, -1.1099], [-0.0255, 2.2595, -1.1114], [0.8282, 0.7984, -2.7248], [-0.6410, 1.5770, -3.3503], [-0.9637, -0.7077, -3.8796], [-1.8988, -0.5213, -2.3947], [-1.0976, 0.6108, 2.7855], [-0.0686, -0.1623, 2.3417], [0.3215, -0.9341, 3.3664], [-1.1184, 5.9169, 3.9200], [-0.4374, 5.0216, 3.1768], [0.3018, 4.0077, 3.7854], [0.3493, 3.9577, 5.1277], [1.0011, 3.0911, 3.0218], [1.7124, 2.1455, 3.6481], [1.0202, 3.1437, 1.6139], [2.0177, 2.1034, 0.6701], [0.2565, 4.1754, 1.0402], [0.2195, 4.2907, -0.3060], [-0.4502, 5.0988, 1.7880], [-1.1391, 6.0796, 1.1730]], "energy_ha": -1793.3784, "e_above_lowest_kcal_mol": 21.9, "gap_ev": [6.846, 6.461], "homo_ev": [-4.8563, -4.5230], "charge": -1}

***

No. 2
{"formula": "C9H6Cl3N2O4Se2TaTe2", "method": "wB97M-V/def2-TZVPD", "symbols": ["Ta", "N", "C", "C", "O", "O", "H", "H", "H", "H", "Se", "Te", "Te", "Se", "Cl", "C", "C", "C", "Cl", "C", "O", "C", "Cl", "C", "H", "H", "O", "C", "N"], "positions_angstrom": [[1.5084, 0.2731, 0.9472], [-1.0375, -2.3437, 1.7436], [-0.3865, -3.1317, 0.6935], [0.1202, -2.1120, -0.3088], [-0.4600, -1.7973, -1.3140], [1.2435, -1.5088, 0.0977], [-1.2047, -2.9035, 2.5690], [-1.9292, -1.9844, 1.4236], [-1.0393, -3.8495, 0.1922], [0.4679, -3.6508, 1.1253], [1.2914, -0.4475, 3.3518], [3.6463, 0.1084, 4.0219], [3.8848, 2.6744, 2.9661], [1.7885, 2.7585, 1.6187], [-3.4011, 2.5938, -4.0688], [-2.4959, 2.0341, -2.7052], [-1.1249, 1.8763, -2.8214], [-0.4289, 1.4297, -1.7184], [1.2821, 1.1825, -1.7664], [-1.0512, 1.1377, -0.5080], [-0.3310, 0.7095, 0.5312], [-2.4316, 1.3005, -0.4308], [-3.2238, 0.9110, 1.0502], [-3.1554, 1.7483, -1.5209], [-0.6152, 2.0906, -3.7492], [-4.2261, 1.8684, -1.4445], [5.4572, -0.7788, -0.3561], [4.4443, -0.3320, -0.0029], [3.4076, 0.1432, 0.3833]], "energy_ha": -7533.7422, "e_above_lowest_kcal_mol": 0.0, "gap_ev": 6.016, "homo_ev": -7.4330}

***

No. 3
{"formula": "C9H6F10I2NO2PtSTe", "method": "wB97M-V/def2-TZVPD", "symbols": ["Pt", "N", "C", "O", "C", "C", "H", "H", "H", "H", "H", "H", "F", "C", "C", "F", "C", "F", "C", "S", "C", "F", "C", "F", "F", "Te", "F", "F", "F", "F", "O", "I", "I"], "positions_angstrom": [[0.1413, 0.5958, 1.5455], [3.7702, 0.3483, -0.6242], [2.8946, 0.0910, 0.3699], [2.6393, 0.9393, 1.2320], [2.2052, -1.2494, 0.4317], [1.0569, -1.2106, 1.4495], [4.1276, 1.2883, -0.7080], [3.8248, -0.2613, -1.4202], [2.9469, -1.9920, 0.7501], [1.8657, -1.5278, -0.5685], [1.4527, -1.3280, 2.4626], [0.3568, -2.0229, 1.2672], [-3.4995, -2.8983, -3.0325], [-3.0805, -2.3656, -1.8759], [-2.6900, -3.1863, -0.8360], [-2.7250, -4.5193, -0.9908], [-2.2611, -2.6252, 0.3550], [-1.8893, -3.4721, 1.3251], [-2.2050, -1.2492, 0.5553], [-1.6940, -0.5797, 2.1120], [-2.6135, -0.4494, -0.5149], [-2.6038, 0.8745, -0.4113], [-3.0422, -0.9913, -1.7144], [-3.4353, -0.2000, -2.7202], [-0.1745, 3.2164, -1.1464], [1.4660, 2.9697, -0.2612], [1.2761, 4.8461, -0.2145], [2.2482, 3.1555, -1.9511], [3.2370, 3.4453, 0.2611], [0.9689, 1.2148, -0.8774], [0.8938, 2.9641, 1.5987], [-1.3517, 3.1281, 1.8291], [-4.1068, 3.0512, 2.3229]], "energy_ha": -2931.4319, "e_above_lowest_kcal_mol": 56.3, "gap_ev": 5.785, "homo_ev": -5.1372, "charge": -1}

***

No. 4
{"formula": "C9H6F4O", "method": "wB97M-V/def2-TZVPD", "symbols": ["C", "C", "C", "C", "C", "C", "C", "C", "C", "O", "F", "F", "F", "F", "H", "H", "H", "H", "H", "H"], "positions_angstrom": [[1.3254, 2.7139, -0.7059], [-0.0219, 2.5943, -0.9355], [2.1132, 1.6270, -0.3299], [-0.6034, 1.3712, -0.6477], [1.5214, 0.4030, 0.0581], [0.1392, 0.2565, -0.1808], [0.2196, -3.8791, 1.0140], [-0.5692, -0.9604, 0.1661], [-2.1157, -0.9721, 0.0702], [-0.0737, -1.9555, 0.6848], [1.3839, -3.8343, 1.6046], [-2.5576, -0.7592, -1.2385], [-2.6616, -2.1407, 0.3657], [-2.7131, -0.0466, 0.8562], [1.9945, 3.6033, -0.8942], [-0.4345, 3.5393, -1.1805], [3.1698, 1.6208, -0.0900], [-1.5857, 1.3240, -0.8425], [1.9279, -0.5022, 0.4312], [-0.4587, -4.0032, 1.7946]], "energy_ha": -821.0883, "e_above_lowest_kcal_mol": 61.7, "gap_ev": 7.179, "homo_ev": -8.2308}

***

No. 5
{"formula": "C9H6FIO3", "method": "wB97M-V/def2-TZVPD", "symbols": ["C", "C", "C", "C", "C", "C", "C", "C", "C", "O", "O", "O", "F", "I", "H", "H", "H", "H", "H", "H"], "positions_angstrom": [[0.6136, -0.3030, -0.3148], [-0.3219, 0.7634, -0.2548], [1.1507, -0.2387, -1.5490], [-0.1602, 1.4796, -1.4273], [0.6183, -0.4137, 2.0086], [-0.1402, 0.6177, 2.0790], [0.4085, -1.2862, 0.8346], [-1.0182, 0.9988, 0.9874], [-1.1112, -1.5699, 0.6678], [0.7805, 0.9238, -2.2940], [2.0610, -1.0506, -2.0907], [-0.8122, 2.7286, -1.6240], [-1.6221, -2.2982, 1.6651], [-1.9071, -2.2860, -1.1724], [1.2458, -0.5402, 2.8619], [-0.1180, 1.1403, 2.9740], [0.9607, -2.2456, 0.8333], [-1.8086, 1.5954, 1.2660], [2.2499, -0.6975, -2.9218], [-1.0693, 2.6818, -2.5289]], "energy_ha": -969.6400, "gap_ev": [7.131, 7.156], "homo_ev": [-7.5879, -7.2130]}

***

No. 6
{"formula": "C9H6FO3", "method": "wB97M-V/def2-TZVPD", "symbols": ["C", "C", "C", "C", "C", "C", "C", "C", "C", "O", "O", "O", "F", "H", "H", "H", "H", "H", "H"], "positions_angstrom": [[-3.0628, 1.0084, 0.2407], [-1.8177, 1.6343, -0.0049], [-3.0976, -0.3964, 0.1268], [-0.7396, 0.8145, -0.2828], [-2.0120, -1.1926, 0.0002], [-0.7255, -0.5760, -0.0696], [4.1647, 0.8235, 0.0016], [0.2836, -1.4752, -0.4029], [3.1548, -0.4381, 0.3341], [4.4540, 0.6317, -1.1619], [4.4917, 1.5275, 0.8831], [1.9687, -0.6140, 0.0712], [3.9482, -1.5379, 0.5451], [-3.9158, 1.4746, 0.4532], [-1.5792, 2.7565, -0.1638], [-4.1253, -0.9538, 0.2268], [0.1494, 1.2088, -0.5191], [-2.0288, -2.2098, -0.1193], [0.4893, -2.4859, -0.1584]], "energy_ha": -672.0364, "e_above_lowest_kcal_mol": 44.2, "gap_ev": [7.174, 7.173], "homo_ev": [-3.7590, -3.7573], "charge": -1}